Version 1
The following is a quantum chemistry calculation of C3H3N3O in the gas phase, from OMol25.

Each atom is followed by the atoms it is bonded to, with distances in Å.
CARTESIAN COORDINATES (ANGSTROEM)
1 C 0.9168 0.2461 1.1041  O2 1.353, H8 1.126, H9 1.127, H10 1.113
2 O -0.4265 0.0958 1.0453  C1 1.353, N3 1.566
3 N -0.6824 -0.0682 -0.4914  O2 1.566, C4 1.287, C6 1.309
4 C -1.5633 0.6723 -1.0671  N3 1.287, N5 1.143
5 N -2.2537 1.3985 -1.6173  C4 1.143
6 C -0.1025 -1.1035 -1.0437  N3 1.309, N7 1.132
7 N 0.1740 -2.0583 -1.5848  C6 1.132
8 H 1.3626 -0.6578 1.6070  C1 1.126
9 H 1.1509 1.0015 1.9077  C1 1.127
10 H 1.4240 0.4737 0.1400  C1 1.113

Output
- Kohn-Sham gap: 9.71 eV
- HOMO: -10.748 eV

Version 2
The following is a quantum chemistry calculation of C3H3N3O in the gas phase, from OMol25.

Each atom is followed by the atoms it is bonded to, with distances in Å.
CARTESIAN COORDINATES (ANGSTROEM)
1 N 2.5540 0.0552 0.0608  C2 1.630, H8 1.022
2 C 0.9247 0.0119 0.0664  N1 1.630, N3 1.360, N7 1.361
3 N 0.3425 1.2404 0.0818  C2 1.360, C4 1.262
4 C -0.9176 1.2712 0.0180  N3 1.262, O5 1.369, H9 1.081
5 O -1.7264 0.1699 -0.0720  C4 1.369, C6 1.358
6 C -1.0488 -1.0069 -0.0772  O5 1.358, N7 1.269, H10 1.081
7 N 0.2107 -1.1445 -0.0052  C2 1.361, C6 1.269
8 H 2.8133 -0.9337 0.0661  N1 1.022
9 H -1.4585 2.2067 0.0233  C4 1.081
10 H -1.6940 -1.8702 -0.1618  C6 1.081

Output
- Kohn-Sham gap (alpha / beta): 8.99 / 7.84 eV
- HOMO (alpha / beta): -9.328 / -8.154 eV

It turns out version 2 is the most stable, with the second structure 1.616 eV higher.